Entry 1:
This record from OMol25 describes C66H155O3V as an isolated structure at a distorted geometry. The level of theory is ωB97M-V with the def2-TZVPD basis set.

Its electronic energy is -102785.976 eV. The multiplicity is 3. As for the HOMO-LUMO gap (spin up / spin down): 0.318 / 0.368 Eh. As for the expectation value of S²: 2.01.

Atoms and positions in Å:
V (2.9617, 2.5890, 1.5487)
C (2.2029, 6.0464, -0.3210)
C (1.7750, 5.1672, 0.8622)
O (2.8995, 4.3625, 1.4603)
H (1.5635, 6.9667, -0.3132)
H (2.1108, 5.4831, -1.2652)
H (3.2560, 6.3483, -0.4083)
H (0.9634, 4.5243, 0.4742)
H (1.4469, 5.7818, 1.6762)
C (0.9607, -0.2406, 0.0761)
C (1.3234, 0.1224, 1.5345)
O (2.0124, 1.3303, 1.8637)
H (0.1068, -0.9055, 0.2467)
H (1.8081, -0.7823, -0.3504)
H (0.7358, 0.6270, -0.5147)
H (1.9291, -0.6584, 1.9949)
H (0.4017, 0.1380, 2.1369)
C (5.4307, 0.8711, 2.5803)
C (5.4544, 1.3367, 1.0688)
O (4.3736, 2.2243, 0.4987)
H (4.8384, -0.0068, 2.6668)
H (4.9763, 1.6486, 3.2015)
H (6.4255, 0.6618, 2.8874)
H (5.4046, 0.4607, 0.4257)
H (6.4158, 1.7936, 0.8804)
C (-5.1880, -0.8415, -2.9167)
C (-4.5464, -0.3761, -4.2321)
C (-4.7806, -1.3114, -5.3906)
C (-4.3716, -0.6051, -6.6706)
C (-4.5562, -1.4596, -7.9079)
C (-3.8902, -0.8424, -9.1553)
H (-4.8542, -1.8250, -2.6257)
H (-6.2689, -0.8332, -3.0816)
H (-4.9759, -0.2100, -2.0453)
H (-4.8930, 0.6322, -4.5387)
H (-3.4414, -0.3556, -4.1822)
H (-5.8086, -1.6852, -5.5218)
H (-4.1553, -2.2051, -5.3294)
H (-5.0027, 0.2860, -6.7915)
H (-3.2942, -0.3435, -6.6585)
H (-4.1229, -2.4731, -7.8224)
H (-5.5647, -1.5983, -8.1805)
H (-4.2495, 0.1512, -9.3505)
H (-2.7938, -0.7459, -9.0158)
H (-4.1264, -1.4301, -10.0499)
C (-1.4145, 3.2351, 2.4690)
C (-2.8950, 3.7989, 2.4054)
C (-3.7956, 3.1724, 1.2893)
C (-3.3347, 3.4219, -0.1231)
C (-4.0336, 2.6635, -1.2139)
C (-3.5754, 3.1082, -2.6140)
H (-0.7187, 3.6033, 1.7186)
H (-1.5344, 2.1667, 2.3495)
H (-0.9729, 3.3787, 3.4501)
H (-3.3723, 3.6058, 3.3533)
H (-2.8504, 4.8844, 2.2542)
H (-4.8179, 3.4670, 1.4363)
H (-3.8292, 2.0688, 1.4384)
H (-3.4503, 4.5224, -0.3280)
H (-2.2977, 3.1718, -0.2139)
H (-3.8392, 1.6281, -0.9948)
H (-5.0979, 2.8735, -1.1832)
H (-2.5135, 3.3486, -2.6354)
H (-3.6713, 2.2967, -3.3840)
H (-4.1204, 4.0293, -2.8866)
C (3.6858, -1.4473, 5.3522)
C (2.4977, -0.5295, 5.6513)
C (2.7604, 0.9498, 5.3735)
C (1.6716, 1.9168, 5.7420)
C (1.6483, 3.3019, 5.1074)
C (2.8931, 4.1560, 5.3232)
H (4.5117, -1.2242, 5.9969)
H (4.0197, -1.3651, 4.2995)
H (3.4799, -2.5144, 5.5725)
H (1.7300, -0.8623, 4.9403)
H (2.1712, -0.5576, 6.6689)
H (3.0681, 1.0642, 4.2991)
H (3.6779, 1.3142, 5.8711)
H (0.6825, 1.4676, 5.5161)
H (1.7151, 1.9872, 6.8330)
H (1.4761, 3.2252, 4.0291)
H (0.8041, 3.7956, 5.5486)
H (3.0183, 4.2033, 6.3723)
H (3.7990, 3.7305, 4.9018)
H (2.8396, 5.1271, 4.8177)
C (0.8433, -5.5921, -3.9707)
C (1.8883, -5.5392, -2.8901)
C (1.9128, -6.6594, -1.8906)
C (3.0102, -6.4902, -0.8336)
C (4.4221, -6.4708, -1.4687)
C (4.7377, -7.8019, -2.1699)
H (-0.1604, -5.5564, -3.5403)
H (0.8672, -6.5349, -4.5027)
H (0.9900, -4.8509, -4.7185)
H (2.8202, -5.5568, -3.4634)
H (1.8085, -4.5644, -2.4065)
H (1.9415, -7.6674, -2.4146)
H (0.9746, -6.7409, -1.3790)
H (2.7646, -5.5408, -0.2843)
H (3.0294, -7.3762, -0.1310)
H (4.5720, -5.6421, -2.1496)
H (5.0952, -6.3268, -0.6008)
H (5.7130, -7.7678, -2.6508)
H (4.7310, -8.5372, -1.3352)
H (4.0699, -8.1446, -2.9521)
C (4.0409, -2.3160, -5.6739)
C (3.8215, -1.6881, -4.3509)
C (4.4736, -2.3545, -3.1683)
C (3.9439, -1.8604, -1.8185)
C (4.8080, -2.0869, -0.6252)
C (4.0163, -1.8250, 0.6270)
H (5.0887, -2.1855, -5.9908)
H (3.4346, -1.8611, -6.4736)
H (3.8087, -3.3853, -5.6215)
H (4.0136, -0.5999, -4.4303)
H (2.7528, -1.7258, -4.0698)
H (5.5821, -2.1794, -3.1587)
H (4.4423, -3.4723, -3.2584)
H (3.6576, -0.7975, -1.9612)
H (2.9747, -2.3148, -1.6725)
H (5.1560, -3.1292, -0.7126)
H (5.6860, -1.4213, -0.6400)
H (4.4883, -2.2236, 1.5372)
H (3.8999, -0.7290, 0.7547)
H (3.0398, -2.2772, 0.5317)
C (0.6176, 4.6117, 8.5452)
C (-0.6169, 3.7737, 8.8199)
C (-1.2201, 3.2712, 7.4945)
C (-2.6520, 2.6708, 7.6574)
C (-3.3561, 2.2446, 6.2688)
C (-2.5872, 1.2674, 5.3050)
H (1.2491, 4.6904, 9.4337)
H (0.4113, 5.6095, 8.1142)
H (1.2274, 4.1164, 7.7994)
H (-0.2717, 2.9020, 9.3954)
H (-1.2895, 4.3843, 9.4098)
H (-0.5339, 2.5509, 7.0780)
H (-1.1881, 4.1602, 6.8587)
H (-2.4930, 1.7543, 8.2369)
H (-3.3080, 3.3110, 8.2497)
H (-4.2785, 1.6912, 6.4671)
H (-3.6399, 3.2081, 5.8613)
H (-3.2121, 1.2936, 4.4355)
H (-1.5629, 1.6279, 5.0810)
H (-2.5223, 0.3397, 5.8824)
C (-0.1166, 4.3112, -4.8148)
C (0.1741, 3.4306, -3.5976)
C (1.6382, 3.3549, -3.2629)
C (2.0278, 2.3356, -2.2513)
C (3.5215, 1.9621, -2.2902)
C (4.4608, 3.1783, -2.2810)
H (0.3181, 5.2767, -4.6877)
H (-1.1715, 4.5560, -4.9400)
H (0.3261, 3.8978, -5.7323)
H (-0.4408, 3.7538, -2.7436)
H (-0.1638, 2.4247, -3.8123)
H (1.9252, 4.3809, -2.9310)
H (2.2130, 3.1486, -4.1938)
H (1.8285, 2.7276, -1.2404)
H (1.3608, 1.4661, -2.3800)
H (3.7821, 1.3192, -1.4186)
H (3.6837, 1.3149, -3.1651)
H (5.5383, 2.9617, -2.3823)
H (4.1590, 3.8669, -3.0821)
H (4.4242, 3.8330, -1.3989)
C (-6.8711, 0.6800, 4.9705)
C (-6.5163, 1.6222, 3.7967)
C (-6.4613, 0.9214, 2.3998)
C (-5.3350, -0.0651, 2.2880)
C (-5.1374, -0.6704, 0.9159)
C (-3.9412, -1.5670, 0.8361)
H (-7.0579, 1.2649, 5.8522)
H (-6.0719, -0.0194, 5.1372)
H (-7.7289, 0.0707, 4.7329)
H (-7.3269, 2.3917, 3.7261)
H (-5.5804, 2.1718, 3.9256)
H (-6.3905, 1.6638, 1.6013)
H (-7.3925, 0.3635, 2.2133)
H (-4.3747, 0.3303, 2.6672)
H (-5.5423, -0.8723, 2.9881)
H (-6.0472, -1.2018, 0.6217)
H (-5.0681, 0.1175, 0.1592)
H (-3.0648, -1.0570, 1.2587)
H (-4.0771, -2.4241, 1.5143)
H (-3.7250, -1.9639, -0.1445)
C (1.9955, 1.7851, -6.9070)
C (0.6433, 1.1444, -6.5074)
C (0.8242, 0.0936, -5.4411)
C (-0.4698, -0.4262, -4.7934)
C (-0.1919, -1.6232, -3.9355)
C (-1.4037, -2.3585, -3.4008)
H (2.4281, 2.3004, -6.0626)
H (1.8949, 2.5183, -7.7258)
H (2.7142, 1.0072, -7.2383)
H (-0.0258, 1.9240, -6.1785)
H (0.2036, 0.5984, -7.3136)
H (1.4788, 0.4922, -4.6629)
H (1.3524, -0.8054, -5.8194)
H (-1.0603, 0.3775, -4.3327)
H (-1.1455, -0.7292, -5.6124)
H (0.4521, -2.2849, -4.5752)
H (0.3757, -1.3365, -3.0302)
H (-1.1296, -3.1522, -2.7382)
H (-2.0743, -1.6845, -2.8861)
H (-2.0012, -2.6718, -4.2363)
C (-1.2943, -5.7681, 0.4067)
C (-0.5108, -4.4535, 0.1765)
C (0.3427, -4.0516, 1.3986)
C (-0.4567, -3.8410, 2.7000)
C (0.2162, -3.1221, 3.8857)
C (-0.7405, -2.6738, 4.9366)
H (-1.8454, -6.0790, -0.5131)
H (-1.9985, -5.6555, 1.2468)
H (-0.5975, -6.5128, 0.7153)
H (0.1494, -4.5217, -0.7154)
H (-1.2113, -3.6210, 0.0027)
H (0.8997, -3.1440, 1.1581)
H (1.1167, -4.8140, 1.6071)
H (-1.3814, -3.2558, 2.5010)
H (-0.8052, -4.8331, 2.9908)
H (0.9393, -3.8205, 4.2530)
H (0.7197, -2.2269, 3.4776)
H (-1.2774, -3.5234, 5.3041)
H (-0.2060, -2.1364, 5.7573)
H (-1.5383, -2.0593, 4.5392)

Entry 2:
This record from OMol25 describes C29H21BrI2N5OW as an isolated structure. The level of theory is ωB97M-V with the def2-TZVPD basis set.

Its electronic energy is -127977.921 eV. The multiplicity is 3. As for the HOMO-LUMO gap (spin up / spin down): 0.250 / 0.246 Eh. As for the expectation value of S²: 2.01. The calculation puts the energy above the lowest of the compared OMol25 structures with the same formula, charge and spin at 0.3122 eV. As for the total charge: +1.

Atoms and positions in Å:
W (-0.2700, 1.1205, 0.6207)
I (-6.2143, 1.4136, 4.7453)
C (-4.7589, 0.9980, 3.3241)
C (-3.8967, -0.0753, 3.5226)
C (-2.9259, -0.3628, 2.5742)
I (-1.4185, -1.7413, 2.9005)
C (-2.8668, 0.4097, 1.4259)
O (-1.9460, 0.1691, 0.4508)
C (-3.6699, 1.5274, 1.2576)
C (-3.2990, 2.4096, 0.1043)
N (-1.8544, 2.8013, 0.2086)
C (-1.4714, 3.7027, -0.8838)
C (0.0230, 3.7507, -1.0268)
C (0.6470, 4.7064, -1.8140)
C (2.0233, 4.6948, -1.9259)
C (2.7515, 3.7330, -1.2367)
C (2.0738, 2.8129, -0.4725)
N (0.7286, 2.8223, -0.3687)
C (-4.6287, 1.8239, 2.2125)
H (-3.9647, -0.6659, 4.4255)
H (-3.9153, 3.3114, 0.0928)
H (-3.4162, 1.8921, -0.8495)
H (-1.7425, 3.3020, 1.0919)
H (-1.8495, 4.7154, -0.7196)
H (-1.9226, 3.3467, -1.8132)
H (0.0452, 5.4470, -2.3228)
H (2.5268, 5.4286, -2.5403)
H (3.8293, 3.6901, -1.2881)
H (2.5907, 2.0424, 0.0817)
H (-5.2634, 2.6937, 2.1020)
N (3.0170, -8.3286, -1.6080)
C (2.7310, -7.2353, -1.4055)
C (2.3708, -5.8660, -1.1505)
C (1.1065, -5.5680, -0.6485)
C (0.7586, -4.2492, -0.4119)
C (1.6722, -3.2308, -0.6671)
C (2.9345, -3.5324, -1.1639)
C (3.2853, -4.8489, -1.4093)
C (1.2660, -1.8204, -0.4143)
C (1.7820, -1.2051, 0.7421)
C (2.7285, -1.7501, 1.6144)
C (3.0022, -0.7967, 2.5915)
C (2.1861, 0.2871, 2.3227)
N (1.4389, 0.0761, 1.2034)
C (0.4281, -1.2254, -1.3366)
C (-0.0015, -1.7604, -2.5823)
C (-0.6608, -0.7602, -3.2516)
C (-0.6356, 0.3607, -2.3956)
N (0.0079, 0.1058, -1.2627)
H (0.4051, -6.3660, -0.4486)
H (-0.2229, -4.0083, -0.0230)
H (3.6423, -2.7383, -1.3643)
H (4.2630, -5.0930, -1.8009)
H (3.1634, -2.7319, 1.5236)
H (3.6909, -0.8802, 3.4148)
H (2.0828, 1.2032, 2.8797)
H (0.1934, -2.7642, -2.9234)
H (-1.1121, -0.8017, -4.2282)
H (-1.0749, 1.3307, -2.5832)
Br (-0.3927, 2.2776, 2.9086)

Entry 3:
This record from OMol25 describes C6H18FO6Sr as an isolated structure at a distorted geometry. The level of theory is ωB97M-V with the def2-TZVPD basis set.

Its electronic energy is -22346.076 eV. The multiplicity is 1. As for the HOMO-LUMO gap: 0.236 Eh. The calculation puts the energy above the lowest of the compared OMol25 structures with the same formula, charge and spin at 3.0934 eV. As for the total charge: +1.

Atoms and positions in Å:
Sr (-2.6791, -1.2925, 0.9958)
F (-0.2758, -0.1419, 1.0769)
C (1.8752, -2.8808, 0.3757)
C (2.7145, -2.1728, 1.4760)
O (1.8754, -1.4830, 2.4034)
O (1.1674, -1.9454, -0.5033)
H (1.2214, -3.6082, 0.8569)
H (2.5398, -3.4624, -0.2633)
H (3.3826, -1.4152, 1.0663)
H (3.3875, -2.7829, 2.0784)
H (1.1218, -1.1322, 1.9232)
H (0.8266, -1.2493, 0.0631)
C (0.4705, 3.3346, 1.3421)
C (0.2172, 2.8970, -0.1008)
O (0.8767, 1.7143, -0.3866)
O (-0.1102, 2.4006, 2.2474)
H (0.0836, 4.3235, 1.5881)
H (1.5404, 3.5029, 1.4646)
H (0.4732, 3.6910, -0.8024)
H (-0.8385, 2.7342, -0.3179)
H (0.4639, 1.0307, 0.1463)
H (-0.1365, 1.5464, 1.8100)
C (-1.4023, -0.7747, -2.1033)
C (-2.6869, 0.0131, -2.0357)
O (-2.8511, 0.7529, -0.8268)
O (-1.4655, -1.8853, -1.2694)
H (-0.5579, -0.1207, -1.8858)
H (-1.3295, -1.2183, -3.0963)
H (-3.5776, -0.6074, -2.1349)
H (-2.6579, 0.7159, -2.8683)
H (-3.1352, 1.6210, -1.1223)
H (-0.5338, -2.1050, -1.1972)

Entry 4:
This record from OMol25 describes C15H18N2O in the gas phase at a distorted geometry. The level of theory is ωB97M-V with the def2-TZVPD basis set.

Its electronic energy is -20874.342 eV. Its SMILES is CC/C=C1\C[C@H]2CNc3ccccc3C(=O)N2C1. The multiplicity is 1. As for the HOMO-LUMO gap: 0.313 Eh. The calculation puts the energy above the lowest of the compared OMol25 structures with the same formula, charge and spin at 1.8323 eV.

Atoms and positions in Å:
C (-4.3901, 1.1926, 2.0577)
C (-3.1781, 2.1258, 2.2932)
C (-1.9345, 1.3103, 2.5727)
C (-0.8320, 1.1284, 1.7443)
C (-0.6562, 1.7359, 0.3774)
C (0.2347, 0.7053, -0.3130)
C (1.4564, 1.3984, -0.9402)
N (2.1645, 0.5055, -1.9103)
C (2.0625, -0.8724, -1.9857)
C (2.3448, -1.3861, -3.2458)
C (2.2979, -2.7368, -3.5063)
C (1.9155, -3.6367, -2.5086)
C (1.6024, -3.1235, -1.2167)
C (1.6942, -1.7475, -0.9025)
C (1.4899, -1.2607, 0.4723)
O (1.8695, -1.9667, 1.3699)
N (0.6666, -0.2005, 0.7364)
C (0.2909, 0.1476, 2.1147)
H (-5.3095, 1.7429, 1.9429)
H (-4.1895, 0.5793, 1.1745)
H (-4.5392, 0.5183, 2.9188)
H (-3.2978, 2.8115, 3.1371)
H (-3.0427, 2.7498, 1.4119)
H (-1.9249, 0.7716, 3.5356)
H (-0.1577, 2.7352, 0.4689)
H (-1.5959, 1.9289, -0.1140)
H (-0.3790, 0.1779, -1.0565)
H (1.0896, 2.2670, -1.5121)
H (2.1224, 1.7632, -0.1323)
H (2.7372, 0.9773, -2.5968)
H (2.6389, -0.6946, -4.0255)
H (2.5213, -3.1096, -4.4992)
H (1.8268, -4.6997, -2.7716)
H (1.3385, -3.7768, -0.3984)
H (-0.0685, -0.7227, 2.6724)
H (1.1307, 0.6615, 2.6347)

Entry 5:
This record from OMol25 describes C4H6N4S in the gas phase at a distorted geometry. The level of theory is ωB97M-V with the def2-TZVPD basis set.

Its electronic energy is -21038.187 eV. Its SMILES is C=CCn1nnnc1S. The multiplicity is 1. As for the HOMO-LUMO gap: 0.358 Eh. The calculation puts the energy above the lowest of the compared OMol25 structures with the same formula, charge and spin at 2.4419 eV.

Atoms and positions in Å:
C (1.1891, -1.3433, -0.9113)
C (1.1317, -0.3974, -0.0026)
C (0.0769, 0.0087, 0.9447)
N (-1.2146, -0.5127, 0.5599)
N (-1.4726, -1.7605, 0.4379)
N (-2.6291, -1.8851, -0.1427)
N (-3.1120, -0.7132, -0.4409)
C (-2.2390, 0.1730, 0.0232)
S (-2.3051, 1.9070, -0.1033)
H (2.0219, -1.5048, -1.6004)
H (0.4146, -2.0328, -1.0224)
H (1.9952, 0.2507, 0.1062)
H (0.2643, -0.4368, 1.9666)
H (-0.0497, 1.0938, 0.8728)
H (-3.6244, 2.1794, -0.6406)

Entry 6:
This record from OMol25 describes an isolated ion of composition C3H3O3S and charge -1 at a distorted geometry. The level of theory is ωB97M-V with the def2-TZVPD basis set.

Its electronic energy is -20133.003 eV. The multiplicity is 1. As for the HOMO-LUMO gap (spin up / spin down): 0.267 / 0.267 Eh. The calculation puts the energy above the lowest of the compared OMol25 structures with the same formula, charge and spin at 5.4700 eV. As for the total charge: -1.

Atoms and positions in Å:
C (-1.3436, 0.6970, 0.5364)
C (-0.0794, 0.1746, 0.2504)
C (1.3019, -1.7336, -0.5100)
O (-0.3802, -2.1407, 1.5732)
O (1.6424, -0.9530, 2.1664)
O (-2.3989, 0.2739, 0.9349)
S (0.7042, -1.3228, 1.0978)
H (-1.3428, 1.8957, 0.3402)
H (0.8029, 0.7384, -0.1857)
H (0.4304, -2.1662, -0.9289)